Record 1
Molecular formula: C7H15ClSi
Method: DFT, the ωB97M-V functional and the def2-TZVPD basis

XYZ file:
```
24
Properties=species:S:1:pos:R:3:forces:R:3
C -1.734068 0.091334 2.221816 -1.506 0.722 1.239
C -2.265354 -0.458768 0.914461 1.367 1.247 -1.527
Cl -3.932554 -0.060472 0.809642 -1.602 0.173 -0.582
C -1.785394 -1.668897 0.201971 1.125 0.682 1.262
C -1.429837 -0.290247 -0.465937 2.743 -1.954 6.151
Si 0.405741 0.236270 -0.655420 -0.376 0.162 -1.697
C 1.770471 -0.336882 0.444459 1.939 -0.314 -1.641
C 0.681948 2.101593 -0.662117 -1.279 -0.652 -0.996
C 0.892521 -0.598016 -2.378326 1.311 2.255 2.771
H -1.362332 1.153446 2.152618 -0.475 -1.118 -0.027
H -0.959345 -0.555299 2.519690 1.386 -0.554 0.630
H -2.543501 0.041505 3.091054 1.614 0.102 -1.989
H -2.495856 -2.228187 -0.323280 -1.087 -0.751 -0.579
H -1.114260 -2.322485 0.814730 -0.015 0.834 -0.981
H -2.023305 -0.070425 -1.228727 -2.473 0.821 -3.284
H 1.974603 -1.392210 0.187775 -0.331 0.034 1.132
H 2.757212 0.107040 0.036274 -1.631 -0.129 0.345
H 1.741928 -0.004266 1.455207 -0.111 -0.482 1.028
H -0.035856 2.625703 -1.270144 -0.558 0.091 -0.551
H 0.515930 2.543014 0.289926 0.447 0.299 1.111
H 1.619780 2.336121 -1.118741 0.900 0.160 0.179
H 0.608000 0.077972 -3.173655 0.077 -0.444 -0.475
H 1.991438 -0.668941 -2.179659 -0.648 0.149 -0.930
H 0.510154 -1.572143 -2.333254 -0.815 -1.331 -0.590
```
Positions in Å, forces in eV/Å.

Summary:
Largest force on an atom in hartree/bohr: 0.1364
LUMO level in eV: 0.845
Kohn-Sham gap in eV: 10.0
HOMO in eV: -9.159
Energy above the lowest of the compared OMol25 structures with the same formula, charge and spin in kcal/mol: 30.0


Record 2
Molecular formula: C5H8N2
Method: DFT, the ωB97M-V functional and the def2-TZVPD basis

XYZ file:
```
15
Properties=species:S:1:pos:R:3:forces:R:3
C -2.719374 0.155031 -0.020914 -0.831 -0.251 -0.109
C -1.250876 0.196981 -0.121496 1.286 0.617 0.103
C -0.567444 1.304375 -0.389676 -0.430 -0.176 0.034
N 0.833910 0.989709 -0.360901 0.974 1.049 -0.117
C 0.976355 -0.231461 0.101583 -3.497 -0.375 0.725
N 2.576843 -0.903689 0.177911 4.192 0.162 0.582
C 1.306757 -1.373865 0.626822 -0.026 -0.107 -1.471
H -3.115322 -0.588655 -0.728216 -0.073 0.106 0.237
H -3.048621 -0.147788 0.983296 0.092 -0.048 -0.211
H -3.224765 1.114507 -0.241123 0.226 -0.113 0.003
H -0.803263 2.348513 -0.626541 -0.103 -0.212 0.039
H 1.551725 1.700146 -0.232904 0.055 -0.355 -0.043
H 3.337886 -0.936191 0.853772 -0.315 0.584 0.342
H 3.058364 -0.950118 -0.720242 -1.131 -0.768 -0.328
H 0.973522 -2.389255 0.603492 -0.418 -0.113 0.216
```
Positions in Å, forces in eV/Å.

Summary:
Largest force on an atom in hartree/bohr: 0.0824
LUMO level (spin up / spin down) in eV: 0.608 / 0.608
Kohn-Sham gap (spin up / spin down) in eV: 7.5 / 7.5
HOMO (spin up / spin down) in eV: -6.893 / -6.893
Energy above the lowest of the compared OMol25 structures with the same formula, charge and spin in kcal/mol: 170.9


Record 3
Molecular formula: C23H27N3O5
Method: DFT, the ωB97M-V functional and the def2-TZVPD basis

XYZ file:
```
58
Properties=species:S:1:pos:R:3:forces:R:3
C -5.695198 2.692735 1.756383 -0.096 0.001 0.065
O -4.682421 2.417951 0.823234 0.215 -0.096 -0.192
C -5.111320 1.597569 -0.237832 0.129 0.091 -0.157
C -3.889900 1.269149 -1.109127 -0.593 0.260 -0.038
C -4.290674 0.806753 -2.509832 0.079 0.111 0.206
N -3.009968 0.343483 -0.423197 0.268 -0.039 0.179
C -1.871932 0.756379 0.242558 0.476 0.066 0.257
C -1.418900 2.172254 0.291804 -0.127 0.001 -0.037
C -1.295538 -0.329205 0.824974 -0.136 0.048 -0.140
C -2.108930 -1.460585 0.529022 -0.571 0.667 -0.373
C -1.894293 -2.821863 0.955546 0.361 -0.308 0.046
O -2.712867 -3.720166 0.883231 0.110 -0.093 0.112
C -0.514596 -3.121470 1.556345 -0.317 -0.309 0.482
O 0.514491 -2.704484 0.666827 0.021 -0.026 -0.359
C 1.523924 -1.985861 1.174920 0.127 0.171 0.857
O 1.644250 -1.708552 2.340697 -0.072 -0.073 -0.267
C 2.459466 -1.565813 0.101704 0.359 0.051 -0.682
N 3.480983 -0.900545 0.476697 -0.841 -0.425 0.762
N 4.374649 -0.429293 -0.407461 0.041 0.272 -0.353
C 5.332699 0.454718 0.165269 0.351 0.274 0.245
C 5.686940 0.270460 1.497053 -0.009 -0.072 -0.083
C 6.606132 1.117530 2.085561 0.029 0.026 -0.020
C 7.176078 2.146131 1.353096 0.066 0.068 0.033
C 6.811397 2.331658 0.031162 0.007 0.011 0.065
C 5.885170 1.495419 -0.568524 -0.076 -0.027 -0.079
C 4.479243 -0.893146 -1.707339 -0.092 -0.480 -0.517
O 5.307337 -0.482217 -2.485028 -0.028 -0.017 0.002
C 3.530470 -2.029502 -2.039429 -0.098 0.112 -0.039
C 2.184694 -1.879299 -1.339905 0.247 -0.018 0.014
C -3.176538 -0.991483 -0.238168 0.262 -0.688 0.240
C -4.277856 -1.812417 -0.804765 -0.086 -0.051 -0.045
H -5.250245 3.327417 2.519426 -0.093 -0.001 0.040
H -6.068513 1.771499 2.219613 0.003 0.034 0.005
H -6.535920 3.218133 1.286607 0.013 -0.002 0.039
H -5.866863 2.122900 -0.843294 0.060 -0.056 0.030
H -5.566688 0.678373 0.157468 0.029 0.029 -0.091
H -3.327116 2.201185 -1.208992 -0.079 -0.147 0.019
H -3.432336 0.372411 -3.016131 0.037 -0.054 -0.073
H -5.092388 0.076564 -2.483909 -0.067 -0.095 -0.044
H -4.631364 1.662888 -3.086727 -0.048 0.064 -0.045
H -0.542923 2.235172 0.931617 0.055 0.018 0.011
H -2.199935 2.810463 0.702851 0.034 0.117 0.001
H -1.145245 2.542969 -0.697424 0.033 0.099 -0.026
H -0.412415 -0.307475 1.430365 0.211 0.084 0.166
H -0.396780 -2.608275 2.518286 -0.047 -0.095 -0.156
H -0.428692 -4.202005 1.708990 -0.046 0.207 -0.045
H 5.228161 -0.528594 2.057246 -0.011 -0.024 0.061
H 6.881007 0.970610 3.119231 0.013 -0.022 0.085
H 7.898978 2.803145 1.813055 0.057 0.057 0.039
H 7.244755 3.137660 -0.541828 0.029 0.062 -0.053
H 5.604510 1.649173 -1.596799 -0.014 -0.016 -0.026
H 3.425074 -2.081078 -3.123207 0.102 0.046 0.096
H 4.021771 -2.951165 -1.708269 -0.004 0.033 -0.011
H 1.583640 -2.781839 -1.436860 0.010 0.111 -0.016
H 1.614944 -1.049469 -1.772442 -0.049 -0.040 -0.011
H -5.251068 -1.351979 -0.649756 -0.110 0.013 -0.049
H -4.265387 -2.780361 -0.311337 -0.051 0.069 -0.044
H -4.135945 -1.974596 -1.873277 -0.076 -0.001 -0.086
```
Positions in Å, forces in eV/Å.

Summary:
Largest force on an atom in hartree/bohr: 0.0236
LUMO level in eV: 0.150
Kohn-Sham gap in eV: 8.3
HOMO in eV: -8.136
Energy above the lowest of the compared OMol25 structures with the same formula, charge and spin in kcal/mol: 80.9